{"formula": "C7H8F4N2", "method": "wB97M-V/def2-TZVPD", "elements": ["F", "F", "F", "F", "N", "N", "C", "C", "C", "C", "C", "C", "C", "H", "H", "H", "H", "H", "H", "H", "H"], "positions_angstrom": [[1.55552, 1.69978, -0.97804], [-1.76058, 0.91185, 3.73963], [-1.74903, 0.90241, 0.06937], [-1.38444, 3.31118, 1.43399], [0.39910, 0.43072, 2.77740], [-0.15253, -0.72349, 0.10268], [-0.98034, 3.84481, 0.21587], [0.26091, 1.72735, -0.49715], [-0.43745, 0.63209, -0.02463], [-0.19704, 3.14019, -0.62457], [-0.61905, 0.66948, 3.30138], [-1.31732, -1.57346, -0.23647], [1.21926, -1.35537, 0.02715], [0.26351, 3.65114, -1.50583], [2.00569, -0.74241, 0.37665], [1.34883, -2.31602, 0.43069], [-1.81585, -1.83728, 0.59779], [-1.43133, 4.86697, 0.03367], [-0.92226, -2.41170, -0.81001], [-1.89396, -0.97883, -0.83150], [1.33910, -1.43526, -1.07965]], "gap_ev": 8.1, "smiles": "CN(C)/C(F)=C(F)/C=C\\F.N#CF", "multiplicity": 1, "energy_ha": -780.34119}